Entry 1:
# C29H67BrN4O10

A 4-piece molecular cluster, C29H67BrN4O10 overall (wB97M-V/def2-TZVPD, the Open Molecules 2025 dataset).

Last column: Mulliken charge in e.
Positions of all 111 atoms, in Å:
C -2.004208 1.595489 -5.687308  -1.23
C -3.376072 2.117364 -6.072956  -0.16
O -3.452940 3.532974 -5.981988  -0.37
C -3.107805 4.221360 -7.166128  -0.58
C -4.332555 4.552002 -8.022956  -0.85
C -5.545850 4.962591 -7.173834  -0.92
C -6.459677 3.769816 -6.898307  0.72
C -7.536204 4.086607 -5.883595  -0.77
O -8.359787 2.935351 -5.589749  -0.29
C -7.729453 1.892521 -5.030658  0.60
O -6.704363 1.940412 -4.416225  -0.53
N -8.497376 0.726225 -5.338608  -0.19
Br -8.210549 -0.608893 -4.045617  -0.07
C -8.232596 0.262229 -6.699351  -0.04
O -9.455791 0.139128 -7.372306  -0.42
C -9.328682 0.231353 -8.782421  -0.35
C -9.416776 1.676225 -9.281383  -0.94
H -1.223076 2.004767 -6.329977  0.33
H -1.991708 0.509595 -5.814620  0.37
H -1.799929 1.815585 -4.640980  0.28
H -3.654594 1.787033 -7.082622  0.30
H -4.131193 1.727719 -5.386812  0.29
H -2.393392 3.633275 -7.755386  0.34
H -2.591889 5.140448 -6.879610  0.40
H -4.610473 3.690813 -8.638641  0.31
H -4.069201 5.360956 -8.707726  0.44
H -5.195836 5.341403 -6.210815  0.40
H -6.110533 5.745008 -7.684856  0.48
H -6.934627 3.439099 -7.829302  -0.06
H -5.841577 2.946884 -6.537472  -0.16
H -7.122106 4.486259 -4.957259  0.41
H -8.236965 4.816898 -6.285301  0.32
H -7.587882 0.989539 -7.209706  0.14
H -7.719381 -0.702990 -6.667656  0.26
H -8.385428 -0.225132 -9.106004  0.29
H -10.126167 -0.379289 -9.202837  0.41
H -8.438873 2.085584 -9.538726  0.23
H -10.055526 1.751837 -10.160449  0.36
H -9.843340 2.301779 -8.496524  0.27
C 0.206868 -0.818184 -3.571963  -0.85
O -0.883877 -0.310975 -2.834020  -0.28
C -1.800514 -1.291880 -2.364094  -0.79
C -1.718509 -1.452422 -0.862219  -0.27
N -0.457259 -2.057939 -0.464152  -0.21
C -0.195098 -2.061089 0.969163  -0.66
C -0.101233 -0.722963 1.694280  -0.66
O 1.028780 0.052384 1.338231  -0.38
C 0.889653 0.845946 0.176381  -0.61
H 0.699887 0.032088 -4.041122  0.24
H 0.937068 -1.339920 -2.942736  0.34
H -0.126701 -1.506655 -4.355036  0.37
H -1.625264 -2.248610 -2.866095  0.40
H -2.806329 -0.950480 -2.623654  0.40
H -2.539942 -2.097564 -0.534516  0.40
H -1.881247 -0.461341 -0.416083  0.18
H 0.300074 -1.582911 -0.937916  0.00
H 0.750446 -2.587421 1.125975  0.35
H -0.972331 -2.656787 1.460208  0.42
H 0.012725 -0.941675 2.759032  0.41
H -1.014263 -0.124330 1.588512  0.37
H -0.135196 1.208020 0.055937  0.33
H 1.180064 0.310504 -0.733364  0.13
H 1.553899 1.703258 0.286247  0.34
C 3.955333 -1.077787 0.892106  -0.39
O 4.741032 -2.237556 0.703489  -0.35
C 6.055660 -2.173537 1.235844  -0.83
C 6.193163 -3.067909 2.449260  -0.30
N 5.428536 -2.549818 3.572973  -0.13
C 5.298508 -3.453497 4.714481  -0.67
C 4.590844 -4.784720 4.497104  -0.81
O 3.201204 -4.672495 4.247484  -0.45
C 2.835696 -4.409797 2.908728  -0.36
H 3.055318 -1.199293 0.294758  -0.08
H 3.649777 -0.937280 1.933330  0.31
H 4.484893 -0.178738 0.558673  0.38
H 6.319593 -1.140905 1.487069  0.40
H 6.742663 -2.521271 0.459451  0.42
H 7.249029 -3.119447 2.735634  0.37
H 5.885665 -4.078580 2.145908  0.22
H 4.502953 -2.296715 3.253028  -0.03
H 4.759525 -2.912531 5.491370  0.42
H 6.301200 -3.653207 5.109096  0.48
H 4.676731 -5.350860 5.427886  0.42
H 5.065283 -5.389476 3.713365  0.40
H 3.527626 -4.877432 2.201714  0.29
H 2.788359 -3.337765 2.690694  0.05
H 1.840960 -4.828825 2.753792  0.31
C 5.243592 0.051751 12.157219  -0.71
O 4.782725 0.897792 11.126194  -0.34
C 5.769289 1.753860 10.565886  -0.80
C 6.121318 1.346459 9.152065  -0.17
N 6.835173 0.079781 9.126557  -0.29
C 7.032933 -0.490061 7.799129  -1.10
C 5.807979 -0.852768 6.968346  0.07
O 5.064275 -1.945450 7.482815  -0.40
C 4.137908 -1.633255 8.504866  -0.69
H 4.366750 -0.399700 12.618138  0.24
H 5.894062 -0.748634 11.786428  0.29
H 5.791236 0.614453 12.919907  0.34
H 6.664442 1.768077 11.195828  0.41
H 5.352168 2.764231 10.545119  0.39
H 6.761749 2.120535 8.716708  0.36
H 5.188248 1.327558 8.571490  0.17
H 6.342980 -0.588959 9.704218  0.10
H 7.626337 -1.399835 7.919678  0.43
H 7.641404 0.209547 7.215574  0.40
H 6.163888 -1.169679 5.984726  0.15
H 5.146514 0.005697 6.797441  0.30
H 3.710436 -0.635713 8.370488  0.34
H 4.581971 -1.695572 9.502736  0.16
H 3.335751 -2.369553 8.450883  0.32

Forces on the atoms, in the same order (eV/Å):
C -0.2 -0.2 -0.2
C -0.1 0.0 0.0
O 0.1 0.0 0.1
C 0.1 -0.1 -0.3
C -0.2 0.1 0.1
C 0.0 -0.2 0.0
C 0.1 -0.1 -0.1
C 0.0 0.2 0.1
O 0.2 -0.2 -0.4
C -0.3 0.2 -0.2
O 0.0 0.0 0.2
N 0.6 -0.1 0.5
Br -0.1 0.1 -0.2
C -0.4 0.1 -0.1
O 0.0 -0.1 0.1
C 0.1 0.0 -0.2
C 0.1 0.0 0.1
H 0.0 0.1 0.1
H 0.0 0.0 0.1
H 0.1 0.1 0.0
H 0.0 0.0 0.0
H 0.0 0.0 0.0
H 0.0 0.0 0.0
H -0.1 0.0 0.1
H 0.0 0.0 0.0
H 0.1 -0.1 0.0
H 0.0 0.2 -0.1
H 0.0 0.1 0.1
H 0.0 0.0 0.0
H -0.1 0.0 0.1
H 0.1 -0.1 0.0
H 0.0 0.0 0.0
H 0.0 0.0 0.1
H 0.1 0.0 0.0
H 0.0 -0.1 0.0
H -0.1 0.1 0.1
H 0.0 0.0 0.0
H 0.0 0.0 0.0
H -0.1 0.0 0.0
C 0.0 0.1 0.0
O 0.1 0.0 0.0
C -0.1 0.0 0.0
C 0.1 0.0 0.0
N 0.0 0.1 0.0
C 0.0 -0.1 0.0
C 0.0 0.0 0.1
O 0.0 0.0 0.0
C 0.0 0.1 0.1
H 0.0 0.0 0.0
H 0.0 0.0 0.0
H 0.0 0.0 0.0
H 0.0 0.0 0.0
H 0.0 0.0 0.0
H 0.0 0.0 0.0
H -0.1 0.0 0.0
H 0.0 0.0 0.0
H 0.0 0.0 0.0
H 0.0 0.0 0.0
H 0.0 0.0 0.0
H 0.0 0.0 -0.1
H 0.0 0.0 0.0
H -0.1 0.0 0.0
H 0.0 0.0 0.0
C 0.0 -0.1 -0.1
O 0.0 0.0 0.0
C 0.1 0.0 0.0
C 0.0 0.0 0.1
N -0.1 -0.1 -0.1
C 0.0 0.2 -0.1
C 0.1 -0.1 0.1
O 0.0 0.1 0.0
C -0.1 0.0 0.0
H 0.0 0.0 0.0
H 0.0 0.0 0.0
H 0.0 0.0 0.0
H 0.0 0.0 0.0
H 0.0 0.0 0.0
H 0.0 0.0 0.0
H 0.0 0.0 0.0
H 0.0 0.0 0.0
H 0.0 -0.1 0.0
H 0.0 0.0 0.0
H 0.0 0.0 0.0
H 0.0 0.1 -0.1
H 0.0 0.0 0.0
H 0.0 0.0 0.0
H 0.0 0.0 0.0
C 0.0 0.0 0.0
O 0.0 -0.1 0.0
C 0.0 0.1 0.0
C 0.0 -0.1 0.0
N -0.1 0.0 0.0
C 0.1 0.0 0.0
C 0.1 0.0 -0.1
O 0.0 0.1 0.2
C -0.1 -0.1 -0.1
H 0.0 0.0 0.0
H 0.0 0.0 0.0
H 0.0 0.0 0.0
H 0.0 0.0 0.0
H 0.0 0.0 0.0
H 0.0 0.0 0.0
H 0.0 0.1 0.0
H 0.0 0.0 0.0
H 0.0 0.0 0.0
H 0.0 0.0 0.0
H 0.0 0.0 0.0
H 0.0 0.0 0.1
H 0.0 0.0 0.0
H 0.0 0.1 0.0
H 0.0 0.0 0.0

Calculated values
gap between HOMO and LUMO	8.79	eV
E_HOMO	-8.423	eV
largest force on an atom	0.8	eV Å⁻¹
multiplicity	1
DFT total energy	-4690.3742	hartree

***

Entry 2:
# C17H16IrN3O5

C17H16IrN3O5 as an isolated structure (wB97M-V/def2-TZVPD, the Open Molecules 2025 dataset).

Last column: Mulliken spin population.
Positions of all 42 atoms, in Å:
Ir -0.007937 -0.217102 -0.814616  0.03
C -4.004073 -1.773314 -2.098003  -0.01
O -4.403739 -2.220762 -0.787700  0.15
C -3.680670 -2.155252 0.302737  0.24
C -4.305702 -2.675590 1.451848  -0.06
C -3.638396 -2.717696 2.637226  0.10
C -2.326545 -2.195105 2.738778  0.12
C -1.687397 -1.601999 1.681088  0.00
C -0.392104 -0.993244 1.961373  0.00
N 0.318069 -0.349226 1.115552  0.00
N 1.494334 0.239551 1.541084  0.00
C 2.193939 0.676758 0.529063  0.00
O 1.829349 0.490783 -0.729410  0.00
C 3.475660 1.352604 0.775926  0.00
C 3.836697 1.727752 2.068666  0.00
C 5.044241 2.367302 2.284818  0.00
C 5.901927 2.615538 1.220988  0.00
C 5.545489 2.239955 -0.066311  0.00
C 4.330854 1.613874 -0.291715  0.00
C -2.335985 -1.597691 0.387305  0.18
O -1.813171 -1.152145 -0.681940  0.23
H -4.849858 -2.011386 -2.732918  0.00
H -3.118031 -2.308799 -2.428012  0.01
H -3.819705 -0.701821 -2.094189  0.01
H -5.316314 -3.044760 1.345075  0.00
H -4.111790 -3.145055 3.509718  0.00
H -1.812381 -2.241598 3.690958  0.01
H 0.003468 -1.044059 2.972378  0.00
H 3.165440 1.516993 2.889152  0.00
H 5.322023 2.667303 3.286214  0.00
H 6.852753 3.101261 1.396274  0.00
H 6.214568 2.432090 -0.894160  0.00
H 4.041357 1.310324 -1.287931  0.00
N -0.089309 0.118141 -2.918768  0.00
C -0.944958 1.292170 -3.198500  0.00
C -1.628353 1.762891 -1.920879  0.00
O -2.614968 2.438793 -1.966473  0.00
O -1.024487 1.409512 -0.783733  -0.01
H 0.866805 0.266993 -3.225551  0.00
H -0.439576 -0.705872 -3.394329  0.00
H -1.724941 1.079614 -3.923450  0.00
H -0.346576 2.132265 -3.547639  0.00

Forces on the atoms, in the same order (eV/Å):
Ir 0.9 -0.5 -0.2
C 0.0 0.1 -0.1
O 0.0 0.0 -0.1
C 0.0 0.0 0.1
C 0.0 0.0 0.0
C 0.1 0.0 0.0
C 0.0 0.0 0.2
C 0.1 0.0 -0.2
C -0.1 -0.1 0.2
N 0.2 0.0 -0.2
N -0.1 0.1 0.1
C 0.0 -0.3 0.0
O 0.0 0.3 0.0
C 0.0 0.0 -0.1
C 0.0 0.0 0.0
C 0.0 0.0 0.0
C 0.0 0.0 0.0
C 0.0 0.0 0.0
C 0.0 0.0 0.0
C 0.1 0.1 0.1
O -0.3 -0.1 -0.4
H 0.0 0.0 0.0
H 0.0 0.0 0.0
H 0.0 0.0 0.0
H 0.0 0.0 0.0
H 0.0 0.0 0.0
H -0.1 0.0 0.0
H -0.1 0.0 0.0
H 0.0 0.0 0.0
H 0.0 0.0 0.0
H 0.0 0.0 0.0
H 0.0 0.0 0.0
H 0.0 0.0 0.0
N 0.0 -0.5 0.2
C -0.1 0.2 0.4
C -0.1 0.0 -0.2
O 0.1 0.1 0.2
O -0.6 0.6 0.2
H 0.0 0.0 -0.1
H 0.1 0.1 -0.2
H 0.1 -0.1 -0.1
H 0.0 -0.1 -0.1

Calculated values
charge	+1
gap between HOMO and LUMO (spin up / spin down)	7.12 / 5.41	eV
E_HOMO (spin up / spin down)	-11.454 / -11.436	eV
ΔE to the lowest compared entry with this formula, charge and spin	3.7	kcal/mol
largest force on an atom	1.0	eV Å⁻¹
multiplicity	2
DFT total energy	-1301.9545	hartree

***

Entry 3:
# C5H13Br2CrN2O5

C5H13Br2CrN2O5 as an isolated structure (wB97M-V/def2-TZVPD, the Open Molecules 2025 dataset).

Last column: Mulliken spin population.
Positions of all 28 atoms, in Å:
Cr 0.335146 3.020432 2.843216  4.17
C -0.888977 0.849613 0.676589  0.00
O -0.151215 1.574435 1.593920  -0.15
H -1.486897 0.014284 1.047659  0.00
H -1.579408 1.570949 0.200713  -0.02
H -0.265029 0.503522 -0.159226  0.00
Br 1.089935 -4.337823 0.123993  0.00
C 0.342944 -2.720677 0.895212  0.00
C 1.137080 -2.252247 2.112518  0.00
Br 1.134534 -3.546334 3.566077  0.00
H -0.684576 -2.907662 1.187975  0.00
H 0.441290 -1.911245 0.173524  0.00
H 0.676307 -1.329171 2.459563  0.00
H 2.187461 -2.129030 1.874113  0.00
C 1.983016 3.127989 -1.009270  0.00
N 2.392614 3.075392 0.405736  -0.02
O 1.792033 3.797490 1.220593  0.01
O 3.248049 2.301932 0.705762  0.01
H 1.126209 3.775856 -1.174727  0.00
H 1.764709 2.101527 -1.284715  0.00
H 2.743569 3.543738 -1.668704  0.00
C -2.422299 -0.619916 -2.532646  0.00
N -2.493964 -1.931392 -1.886753  0.00
O -1.972518 -2.846079 -2.469018  0.00
O -3.143817 -2.025726 -0.873302  0.00
H -1.650506 -0.482366 -3.279361  0.00
H -2.274728 0.145860 -1.769336  0.00
H -3.380953 -0.363356 -2.980106  0.00

Forces on the atoms, in the same order (eV/Å):
Cr -0.2 -2.0 -3.0
C -0.9 1.1 -1.4
O 1.6 1.4 2.8
H 0.2 0.1 0.5
H -0.2 -0.4 0.0
H 0.2 -0.1 0.3
Br -0.2 0.3 0.0
C 0.7 0.1 0.7
C -0.2 -0.6 -0.3
Br -0.2 0.2 0.0
H -0.1 -0.1 -0.3
H -0.3 -0.2 -0.3
H 0.2 0.0 0.2
H 0.0 0.3 -0.1
C -0.6 0.4 -1.0
N 0.3 -0.4 -0.1
O -0.7 0.2 0.8
O -0.1 0.2 0.2
H -0.2 -0.2 0.6
H 0.1 0.0 -0.1
H 0.5 -0.3 0.5
C -0.2 2.1 0.1
N -0.2 -0.3 -0.8
O 0.5 -0.5 -0.1
O -0.1 0.3 0.7
H 0.2 -0.8 0.0
H 0.0 -0.3 0.2
H -0.1 -0.5 0.0

Calculated values
charge	+1
gap between HOMO and LUMO (spin up / spin down)	5.28 / 6.04	eV
E_HOMO (spin up / spin down)	-11.894 / -11.894	eV
ΔE to the lowest compared entry with this formula, charge and spin	8.9	kcal/mol
largest force on an atom	3.6	eV Å⁻¹
multiplicity	5
DFT total energy	-6875.9739	hartree

***

Entry 4:
# C2H3N3O2

One molecule with the formula C2H3N3O2 (wB97M-V/def2-TZVPD, the Open Molecules 2025 dataset).

Last column: Mulliken charge in e.
Positions of all 10 atoms, in Å:
C -0.719140 0.116499 0.076816  0.03
C 1.725371 -0.152914 0.052033  0.61
N -3.095669 0.111252 0.245673  -0.79
N -1.897191 -0.201230 0.187578  0.46
N 0.476993 -0.636683 0.197679  -0.12
O 2.751051 -0.825705 0.078373  -0.50
O 1.554493 1.438406 -0.218240  -0.51
H 2.402943 1.789385 -0.615555  0.33
H -3.620798 -0.103039 -0.586961  0.24
H 0.421951 -1.535971 0.582600  0.26

Forces on the atoms, in the same order (eV/Å):
C 1.0 -1.5 0.1
C 2.3 2.6 -1.2
N -0.2 -0.6 1.6
N 1.0 1.9 -1.2
N -2.4 1.8 0.0
O -2.7 2.5 0.0
O 1.8 -3.8 0.1
H -1.1 -1.0 0.7
H 0.2 -0.4 -0.7
H 0.1 -1.5 0.4

Calculated values
gap between HOMO and LUMO (spin up / spin down)	9.08 / 9.08	eV
E_HOMO (spin up / spin down)	-9.345 / -9.345	eV
ΔE to the lowest compared entry with this formula, charge and spin	100.0	kcal/mol
largest force on an atom	4.3	eV Å⁻¹
multiplicity	1
DFT total energy	-392.6343	hartree